C6H29NO7 | the ωB97M-V functional and the def2-TZVPD basis

Geometry as XYZ:
```
43
C6H29NO7 the ωB97M-V functional and the def2-TZVPD basis
C -1.18375 -2.38515 0.91514
C -0.24833 -1.15519 0.82814
C 0.21000 -0.91402 -0.65817
C 0.65026 -2.14777 -1.41236
C 0.71212 -1.94553 -2.93842
C 0.01687 -0.77850 -3.58448
N -1.08255 -0.07011 1.23887
H -0.72176 -3.35482 0.77978
H -1.97169 -2.26720 0.16958
H -1.71487 -2.35718 1.87173
H 0.68396 -1.28361 1.39565
H 0.91961 -0.08123 -0.73908
H -0.64734 -0.39696 -1.09664
H -0.13202 -2.89278 -1.25559
H 1.53130 -2.62063 -0.98175
H 0.45848 -2.90817 -3.39698
H 1.74088 -1.96837 -3.32386
H 0.13188 0.15854 -3.02481
H 0.30290 -0.59252 -4.61457
H -1.07969 -0.84118 -3.56637
H -0.61625 0.82168 1.44572
H -1.60297 -0.32974 2.08076
H 1.36564 -1.82494 3.83448
H -0.13679 -2.04049 3.79406
O 0.67257 -2.41100 4.15688
H 2.75836 2.98178 -0.24938
H 1.23664 2.98200 -0.18961
O 1.99943 2.38992 -0.17118
H 3.18798 1.67826 -2.11177
H 2.03468 0.65072 -2.59128
O 2.96161 0.87828 -2.57388
H 0.26561 2.98181 2.09248
H -0.99918 3.14874 3.10002
O -0.65120 2.77576 2.28890
H 1.71179 1.15399 1.27660
H 2.06543 0.98322 2.79374
O 1.33311 1.08975 2.17863
H -2.58033 1.70222 0.84097
H -1.29011 2.14770 0.53145
O -2.16629 2.21817 0.13272
H -2.50508 0.17190 -1.29436
H -3.47158 1.29986 -1.38001
O -3.41559 0.35254 -1.54713
```

- Relative energy (zero: lowest compared OMol25 entry of this formula, charge and spin): 0.0 kJ/mol
- Net charge: +1
- Multiplicity: 2
- LUMO level (spin up / spin down): -3.36 / -8.38 eV
- Gap between HOMO and LUMO (spin up / spin down): 10.44 / 5.41 eV

---

C6H29NO7S | the ωB97M-V functional and the def2-TZVPD basis

Geometry as XYZ:
```
44
C6H29NO7S the ωB97M-V functional and the def2-TZVPD basis
C 1.43191 -2.20401 0.15819
C 1.49508 -2.03665 -1.36470
S 2.43430 -0.67322 -2.00072
C 0.04778 -2.35632 0.83593
N -0.50568 -0.99077 1.12435
C -1.49351 -0.99449 2.24608
C -2.07888 0.44640 2.46402
C -1.12140 -0.54507 -0.10042
H 1.96188 -1.31828 0.62521
H 1.96201 -3.17270 0.49969
H 1.86045 -2.96116 -1.83466
H 0.48214 -1.94691 -1.74800
H 1.53582 0.32798 -2.15458
H -0.55488 -3.03390 0.15032
H 0.21914 -2.89914 1.77554
H -2.27524 -1.70331 2.00259
H -1.13332 -1.24197 3.24756
H -2.77818 0.83166 1.70247
H -2.68734 0.47869 3.37448
H -1.33437 1.20364 2.69285
H -2.04220 -1.16567 -0.37461
H -1.34837 0.52648 -0.02877
H -0.38440 -0.67920 -0.93115
H -1.72090 1.27522 -3.81048
H -0.44307 0.63970 -4.44286
O -1.39228 0.56671 -4.36413
H -0.26377 2.38372 0.26785
H -1.37233 3.28037 0.81021
O -0.92090 3.06036 -0.01301
H 2.12212 2.07151 0.29763
H 1.35686 0.82628 0.64694
O 1.33381 1.57484 0.03000
H 3.51713 2.34226 2.07195
H 4.21638 1.86137 0.71835
O 3.67275 2.51972 1.14522
H -0.43554 3.60456 -2.66158
H -0.97451 2.57217 -1.76319
O -0.79519 2.71841 -2.71892
H -2.16417 -2.23499 -3.39436
H -1.55300 -0.84721 -3.43996
O -1.84431 -1.53902 -2.81389
H 1.67433 -0.52903 4.30532
H 0.86229 -0.23287 3.04260
O 1.43156 0.19385 3.72466
```

- SMILES string: CCN(C)CCCS.O.O.O.O.O.O.O
- Relative energy (zero: lowest compared OMol25 entry of this formula, charge and spin): 100.0 kJ/mol
- LUMO level: 0.38 eV
- Gap between HOMO and LUMO: 9.12 eV